Below is a molecular structure, C34H27FN2OPPtS5, with properties calculated with ωB97M-V/def2-TZVPD.

Element x y z (Å)
Pt1 -0.558963 0.952261 -0.124134
N1 0.726580 -0.362097 2.817092
C1 2.063246 -0.341006 2.662956
C2 2.920861 -0.352662 3.749500
C3 4.307670 -0.467692 3.587194
C4 4.872251 -0.585241 2.348728
C5 4.038796 -0.532168 1.205780
C6 4.561314 -0.619374 -0.105688
C7 3.729245 -0.511261 -1.175586
C8 2.357688 -0.275024 -0.950077
N2 1.828723 -0.200178 0.245942
C9 2.640944 -0.366235 1.337544
H1 0.311460 -0.120133 3.701109
H2 0.114702 -0.397907 2.020679
H3 2.495538 -0.310942 4.744715
H4 4.934479 -0.487965 4.470441
H5 5.940162 -0.702444 2.219334
H6 5.627878 -0.762915 -0.234512
H7 4.097521 -0.563818 -2.191227
H8 1.688121 -0.087991 -1.781384
F1 0.244884 1.632055 -1.844714
O1 -1.359279 -0.768370 0.549937
C10 -2.688985 -0.948103 0.987480
C11 -2.993319 -2.432204 0.854265
C12 -4.009708 -3.170093 1.383606
C13 -3.977377 -4.526126 0.965774
C14 -2.932879 -4.779761 0.127970
S1 -1.985086 -3.385998 -0.151452
C15 -3.687345 -0.201011 0.111309
C16 -3.507852 0.225948 -1.171871
C17 -4.670545 0.825874 -1.725072
C18 -5.720485 0.811455 -0.861689
S2 -5.297830 0.096082 0.630471
C19 -2.772056 -0.507141 2.431690
C20 -2.996531 0.754811 2.893589
C21 -2.791328 0.868785 4.293632
C22 -2.420615 -0.312801 4.863631
S3 -2.315355 -1.569036 3.709503
H9 -4.755480 -2.754502 2.044890
H10 -4.691951 -5.273478 1.277691
H11 -2.666548 -5.719974 -0.325793
H12 -2.583626 0.104911 -1.720489
H13 -4.708195 1.265114 -2.711193
H14 -6.702606 1.229913 -1.002160
H15 -3.258185 1.588489 2.254255
H16 -2.918575 1.790485 4.841468
H17 -2.224281 -0.512078 5.903763
S4 -4.010287 3.670654 1.437103
P1 -2.376943 4.097293 0.431676
S5 -0.647496 3.059371 0.825505
C23 -2.744694 4.173912 -1.351521
C24 -3.849216 4.936104 -1.736929
C25 -4.198818 5.033669 -3.070844
C26 -3.455479 4.357936 -4.034073
C27 -2.362839 3.600212 -3.651710
C28 -1.997080 3.510675 -2.310916
C29 -1.814552 5.800783 0.793833
C30 -0.891212 6.421390 -0.044459
C31 -0.433273 7.695307 0.243774
C32 -0.887749 8.357146 1.378208
C33 -1.803146 7.740923 2.216722
C34 -2.267027 6.465305 1.924374
H18 -4.442408 5.433917 -0.979716
H19 -5.057270 5.626311 -3.361597
H20 -3.734934 4.424153 -5.078454
H21 -1.780154 3.064478 -4.390726
H22 -1.137508 2.911127 -2.038854
H23 -0.531859 5.901398 -0.924237
H24 0.280956 8.173138 -0.414770
H25 -0.526224 9.352132 1.605961
H26 -2.161305 8.254188 3.100310
H27 -2.993360 5.973624 2.559442

Force components x, y, z for each atom (eV/Å):
Pt -0.2 -0.4 -1.1
N -0.2 0.1 0.1
C 0.2 -0.1 -0.2
C 0.1 0.0 0.0
C 0.0 0.0 0.0
C 0.0 0.0 0.0
C 0.0 0.0 0.0
C 0.0 0.0 0.0
C 0.0 0.1 -0.1
C 0.0 0.1 0.1
N 0.2 -0.5 0.2
C -0.1 0.1 -0.1
H 0.0 -0.1 -0.1
H -0.2 0.0 -0.2
H 0.0 0.0 0.0
H 0.0 0.0 0.0
H 0.0 0.0 0.0
H 0.0 0.0 0.0
H 0.0 0.0 0.0
H 0.0 0.0 0.0
F 0.2 0.4 0.8
O -0.3 0.7 0.8
C 0.2 -0.1 -0.1
C 0.1 0.0 0.0
C 0.0 0.1 0.0
C 0.1 0.0 -0.1
C -0.1 -0.1 0.0
S 0.0 0.0 0.0
C 0.0 0.1 -0.1
C 0.0 -0.1 0.1
C -0.1 0.0 0.0
C 0.0 0.0 0.0
S 0.0 0.1 0.1
C -0.1 0.0 0.1
C 0.2 -0.1 0.0
C 0.0 -0.1 0.0
C 0.0 0.1 0.0
S -0.1 -0.1 0.0
H 0.0 0.0 0.0
H 0.0 0.0 0.0
H 0.0 0.0 0.0
H 0.0 0.0 0.1
H 0.0 0.0 0.0
H 0.0 0.0 0.0
H 0.0 -0.1 0.1
H 0.0 0.0 0.0
H 0.0 0.0 0.1
S -0.1 0.2 -0.1
P -0.2 -0.1 0.0
S 0.1 -0.3 -0.3
C -0.1 0.0 0.0
C 0.0 0.0 0.0
C 0.0 0.0 0.0
C 0.0 0.0 0.0
C 0.0 0.0 0.0
C 0.0 0.0 -0.1
C 0.1 -0.1 0.0
C 0.0 0.0 -0.1
C 0.0 0.0 0.0
C 0.0 0.0 0.0
C 0.0 0.0 0.0
C -0.1 0.0 0.0
H 0.0 0.0 0.0
H 0.0 0.0 0.0
H 0.0 0.0 0.0
H 0.0 0.0 0.0
H 0.0 0.1 0.0
H 0.0 0.0 0.0
H 0.0 0.0 0.0
H 0.0 0.0 0.0
H 0.0 0.0 0.0
H 0.0 0.0 0.0

The value obtained for the energy is -4048.17149 Ha. The energy relative to the best compared isomer or geometry (same formula, charge and spin) is 1.359 eV. Its lowest unoccupied orbital energy (spin up / spin down) is 2.169 / 2.168 eV. As for the charge: -1. The gap between HOMO and LUMO (spin up / spin down) is 7.1 / 7.1 eV.